140
Properties=species:S:1:pos:R:3:forces:R:3 method="wB97M-V/def2-TZVPD" charge=+1 s_squared=0.7541 homo_energy_ev="-9.54 / -9.54" spin_multiplicity=2 mol_weight_g_mol=820.1
C 4.933 4.698 0.760 1.2 1.7 -0.2
O 4.882 5.881 0.419 0.6 -0.6 0.2
N 3.870 3.979 0.879 -3.2 -2.6 0.7
N 6.089 4.038 1.036 1.6 1.2 -0.6
H 2.985 4.465 0.847 -0.2 0.1 0.1
H 3.903 2.985 1.056 0.3 0.5 -0.1
H 6.752 4.542 0.464 1.0 -0.6 0.5
H 6.235 3.072 1.291 -0.3 0.3 -0.4
C 1.014 5.962 1.619 0.7 -1.0 -3.0
O 1.706 5.441 0.736 -0.1 0.7 0.4
N 1.367 6.657 2.648 2.9 1.4 2.8
N -0.282 5.953 1.558 -5.0 -0.8 -0.1
H 0.639 7.001 3.257 0.9 0.4 0.0
H 2.345 6.898 2.730 -0.2 0.1 0.4
H -0.761 6.184 2.417 -0.4 0.0 -0.6
H -0.851 5.539 0.833 0.5 -0.1 0.0
C 0.422 1.772 -0.129 -2.9 0.8 0.6
O -0.753 1.922 -0.531 0.7 1.0 -0.2
N 1.237 2.724 0.288 0.2 3.1 -0.3
N 0.853 0.629 0.239 1.9 -5.1 0.8
H 2.186 2.544 0.583 -0.7 0.1 -0.5
H 0.891 3.660 0.130 0.9 0.1 0.0
H 0.246 -0.174 0.314 -0.2 0.4 -0.6
H 1.833 0.448 0.400 -0.1 0.2 -0.1
C 3.745 1.554 -3.293 0.8 -0.8 1.1
O 2.941 1.794 -4.099 -3.9 1.1 -4.7
N 4.628 0.599 -3.438 2.8 -3.9 -2.2
N 3.821 2.175 -2.187 0.5 3.0 5.5
H 5.159 0.047 -2.779 -0.3 0.6 0.1
H 4.489 0.170 -4.341 0.3 -0.3 0.2
H 4.430 1.862 -1.444 -0.2 0.4 -0.3
H 3.243 2.991 -2.044 -0.1 0.0 0.0
C -1.284 0.903 6.789 -0.1 -0.5 -2.2
C -1.113 2.274 5.998 2.0 1.2 1.4
C 0.092 2.162 4.915 -1.1 0.2 1.2
C -0.256 1.412 3.664 0.3 -0.2 -0.9
C -1.475 1.922 2.935 -0.3 -0.5 0.7
C -2.650 2.162 3.912 -0.7 1.1 -1.5
N -2.303 2.717 5.231 -0.2 -2.2 1.4
O -3.416 2.898 6.032 0.7 -0.2 -1.5
C -3.542 3.282 3.254 -0.6 -0.3 0.0
C -3.391 0.807 4.127 -1.5 0.9 1.0
C -0.841 3.424 7.093 1.3 -0.3 -0.8
H -1.484 0.155 6.021 -0.8 -0.1 -0.1
H -2.038 0.820 7.572 0.2 0.5 -0.1
H -0.329 0.450 7.054 0.3 1.1 0.7
H 0.394 3.156 4.585 0.0 0.3 0.4
H 0.966 1.660 5.328 -0.2 0.3 0.6
H -0.344 0.335 3.807 0.1 -0.1 0.3
H 0.609 1.575 3.021 0.0 -0.4 -0.3
H -1.863 1.124 2.302 0.0 0.1 -0.2
H -1.303 2.738 2.233 0.2 0.3 0.5
H -4.606 3.186 3.470 0.0 -0.3 0.1
H -3.299 4.298 3.564 0.5 -0.1 0.3
H -3.429 3.279 2.170 -0.1 -0.4 0.0
H -4.067 0.958 4.969 0.1 -0.2 0.3
H -4.134 0.682 3.340 0.6 -0.2 -0.6
H -2.807 -0.084 4.356 0.3 0.3 -0.5
H -1.514 3.574 7.938 -0.6 -0.3 -0.5
H -0.580 4.377 6.633 -0.7 0.2 -0.4
H 0.110 3.263 7.602 0.1 -0.8 -0.1
H -3.332 3.762 6.443 0.3 0.5 0.5
C 4.086 -3.041 -1.950 0.5 -0.1 -0.8
C 2.569 -2.925 -1.770 1.9 -0.3 -0.3
C 1.861 -3.933 -2.674 -1.2 -1.5 1.6
C 1.764 -5.396 -2.117 1.6 1.0 -0.2
C 1.438 -5.392 -0.618 -1.1 -0.6 -1.7
C 2.133 -4.460 0.317 0.7 0.0 -0.5
N 2.255 -3.090 -0.341 -2.2 -0.6 1.8
O 2.993 -2.219 0.536 -0.7 -0.1 -0.6
C 1.199 -4.529 1.571 0.2 1.1 -0.2
C 3.505 -5.081 0.684 -0.3 0.4 0.2
C 2.128 -1.522 -2.259 0.0 -0.3 1.4
H 4.655 -3.947 -1.740 -0.7 -0.5 0.3
H 4.587 -2.283 -1.348 0.2 0.4 -0.5
H 4.234 -2.916 -3.023 0.5 0.6 0.1
H 0.806 -3.662 -2.711 0.1 0.6 -0.8
H 2.397 -4.008 -3.620 -0.5 0.5 -0.2
H 2.726 -5.790 -2.445 0.1 -0.8 0.7
H 0.995 -5.932 -2.673 0.0 0.0 0.1
H 1.471 -6.372 -0.142 0.1 -0.2 -0.3
H 0.379 -5.135 -0.623 -0.2 0.1 0.1
H 1.306 -5.467 2.117 0.7 0.2 0.2
H 1.345 -3.640 2.183 0.2 -0.3 0.5
H 0.132 -4.579 1.352 0.0 0.4 -0.6
H 4.038 -4.447 1.392 0.0 -0.1 0.2
H 3.278 -6.045 1.139 0.3 0.0 0.1
H 4.182 -5.254 -0.153 -0.3 0.0 -0.2
H 1.077 -1.577 -1.977 -0.2 0.8 -0.6
H 2.347 -1.217 -3.283 -0.4 -0.8 -0.2
H 2.615 -0.727 -1.694 -0.1 0.0 0.4
H 3.918 -2.312 0.295 0.4 -0.4 0.0
C -3.146 0.125 -3.098 1.0 -0.2 -0.8
C -2.993 -1.253 -3.797 -1.8 0.6 -0.8
C -1.543 -1.633 -4.201 -0.9 0.4 -0.1
C -1.447 -3.076 -4.628 0.5 -0.9 2.1
C -1.916 -4.002 -3.456 -0.3 0.0 -0.9
C -3.383 -3.780 -3.156 -3.1 1.6 0.9
N -3.574 -2.288 -2.864 4.2 -0.8 0.0
O -4.767 -1.956 -2.301 -1.0 -0.1 -0.5
C -4.435 -4.162 -4.248 1.1 -1.5 0.0
C -3.825 -4.529 -1.834 0.2 0.3 -0.1
C -3.862 -1.162 -5.124 -0.2 -0.9 0.5
H -2.835 0.873 -3.827 0.1 0.1 0.0
H -2.465 0.229 -2.253 -0.1 0.0 0.1
H -4.165 0.381 -2.811 0.1 -0.3 0.1
H -1.217 -1.144 -5.119 -0.3 1.0 0.2
H -0.858 -1.327 -3.410 0.1 -0.4 0.1
H -0.390 -3.262 -4.819 0.0 -0.3 -0.3
H -2.021 -3.238 -5.541 0.1 -0.2 0.1
H -1.425 -3.848 -2.495 0.4 0.6 -0.1
H -1.709 -5.054 -3.649 -0.3 -0.2 -0.4
H -4.497 -5.243 -4.120 -0.6 -0.2 -0.2
H -5.433 -3.743 -4.123 0.1 0.1 0.4
H -4.167 -4.047 -5.298 0.3 0.4 0.2
H -3.182 -4.277 -0.990 0.6 -0.2 -0.2
H -4.789 -4.278 -1.392 -0.3 0.4 -0.8
H -3.892 -5.607 -1.975 0.5 -0.1 -0.1
H -4.927 -1.169 -4.895 -0.2 0.2 0.3
H -3.746 -2.071 -5.715 0.2 0.2 -0.2
H -3.726 -0.301 -5.778 0.5 0.1 0.3
H -5.370 -1.934 -3.048 -0.9 0.2 -0.1
O 3.804 0.738 0.419 0.1 0.4 0.1
H 4.367 -0.029 0.310 0.0 -0.4 -0.1
H 3.943 1.010 1.326 0.1 -0.2 0.5
O -3.337 -1.035 -0.121 -0.2 0.0 0.9
H -2.387 -1.092 -0.014 0.3 -0.2 -0.2
H -3.507 -1.441 -0.971 -0.2 -0.2 -0.5
O -0.672 -1.547 0.477 -0.4 -0.2 0.2
H -0.833 -1.598 1.419 -0.2 -0.2 0.4
H 0.172 -1.981 0.355 0.7 -0.8 -0.4
O -2.064 3.404 -3.038 -0.2 0.2 -0.2
H -1.672 3.261 -2.176 0.2 -0.4 0.4
H -1.492 4.047 -3.457 0.1 0.1 -0.2
O 2.132 4.766 -2.156 0.3 -0.2 -0.3
H 2.380 5.025 -1.268 0.1 0.4 0.3
H 1.176 4.731 -2.137 -0.2 -0.1 -0.1
O -3.550 1.601 0.022 -0.5 1.4 0.7
H -3.504 0.646 -0.015 -0.2 -0.9 -0.3
H -2.637 1.887 -0.016 0.5 0.0 -0.4